The following is a quantum chemistry calculation of 11 unconnected molecules or ions with the total composition C40H106N6O16P at a distorted geometry, from the Open Molecules 2025 dataset.

Each line ends with the Mulliken charge.
Element x y z (Å)
P  -0.741  0.276  -0.282  -0.780
O  -0.125  0.633  1.105  -1.220
O  -2.074  -0.529  -0.098  -0.427
O  0.320  -0.444  -1.184  0.272
O  -0.973  1.700  -0.872  -0.864
C  -5.864  -2.610  2.211  -1.896
C  -4.772  -2.377  1.184  1.993
C  -5.378  -2.182  -0.206  -1.136
O  -4.056  -1.202  1.477  -0.667
H  -6.632  -1.832  2.146  0.410
H  -5.520  -2.631  3.249  0.375
H  -6.352  -3.573  2.033  0.407
H  -4.138  -3.272  1.249  -0.490
H  -4.602  -2.281  -0.966  -0.084
H  -5.902  -1.236  -0.341  0.360
H  -6.146  -2.941  -0.426  0.465
H  -3.403  -1.035  0.729  -0.116
C  1.227  0.254  -5.277  -1.394
C  2.133  -0.446  -4.252  2.353
C  3.593  -0.358  -4.702  -1.812
O  2.029  0.314  -3.055  0.627
H  0.159  0.175  -5.077  -0.070
H  1.390  -0.192  -6.271  0.511
H  1.535  1.298  -5.319  0.299
H  1.793  -1.457  -4.006  -0.757
H  3.653  -0.847  -5.682  0.386
H  4.255  -0.813  -3.966  0.374
H  3.926  0.669  -4.866  0.225
H  1.206  0.012  -2.581  -0.192
C  -0.905  -3.266  -4.807  -2.026
C  -1.167  -2.453  -3.541  2.320
C  -2.409  -2.944  -2.814  -0.597
O  -0.055  -2.586  -2.681  -0.264
H  -0.851  -4.329  -4.556  0.374
H  0.050  -2.990  -5.260  0.358
H  -1.695  -3.124  -5.548  0.378
H  -1.224  -1.385  -3.781  -0.854
H  -2.455  -4.043  -2.864  0.405
H  -3.398  -2.585  -3.103  0.207
H  -2.325  -2.793  -1.734  -0.304
H  -0.047  -1.803  -2.048  -0.634
C  -2.955  5.284  -2.821  -1.095
C  -2.310  5.168  -1.430  1.696
C  -3.005  6.146  -0.485  -1.758
O  -2.525  3.881  -0.896  -0.452
H  -2.849  6.292  -3.241  0.418
H  -3.990  4.952  -2.763  0.265
H  -2.445  4.660  -3.557  0.199
H  -1.231  5.365  -1.449  -0.417
H  -2.799  7.189  -0.773  0.407
H  -2.595  6.116  0.526  0.418
H  -4.088  6.032  -0.460  0.366
H  -1.788  3.289  -1.218  0.160
C  0.237  3.336  -3.662  0.174
O  1.461  3.728  -3.085  0.287
C  1.560  5.116  -2.965  -0.581
C  2.980  5.456  -2.549  -0.860
N  3.182  4.981  -1.175  -0.131
C  4.537  5.072  -0.622  -0.891
C  5.445  4.152  -1.421  -0.711
O  4.928  2.858  -1.370  -0.070
C  5.611  1.936  -2.173  -0.422
H  -0.595  3.603  -3.008  -0.298
H  0.196  2.263  -3.812  -0.559
H  0.099  3.835  -4.637  0.393
H  0.855  5.625  -2.298  0.035
H  1.394  5.565  -3.959  0.422
H  3.115  6.557  -2.548  0.382
H  3.743  5.089  -3.233  0.352
H  2.543  5.559  -0.642  0.215
H  4.577  4.770  0.425  0.370
H  4.838  6.133  -0.645  0.394
H  6.480  4.150  -1.051  0.450
H  5.447  4.529  -2.453  0.373
H  5.462  0.936  -1.773  -0.189
H  6.701  2.079  -2.035  0.431
H  5.403  2.082  -3.235  0.235
C  0.809  3.657  6.908  -0.747
O  0.329  2.985  5.773  -0.277
C  1.365  2.263  5.117  -0.600
C  0.798  1.554  3.910  0.063
N  1.688  0.551  3.341  -0.294
C  1.749  -0.643  4.224  1.580
C  3.096  -1.329  4.071  -1.022
O  3.040  -2.508  4.848  -0.321
C  4.278  -3.165  4.977  -0.832
H  0.867  2.952  7.748  0.241
H  0.018  4.353  7.207  0.266
H  1.727  4.220  6.728  0.288
H  1.795  1.571  5.868  0.334
H  2.234  2.908  4.913  0.377
H  0.596  2.329  3.167  0.475
H  -0.209  1.204  4.167  -0.200
H  1.130  0.197  2.551  -0.147
H  0.947  -1.326  3.924  -0.981
H  1.557  -0.394  5.270  0.283
H  3.849  -0.609  4.429  0.532
H  3.343  -1.528  3.023  0.103
H  4.938  -2.458  5.508  0.324
H  4.770  -3.292  4.004  0.228
H  4.150  -4.089  5.532  0.240
C  0.847  -3.722  2.372  -1.383
C  -0.255  -3.180  1.458  3.811
C  -1.355  -4.219  1.335  -0.714
O  -0.918  -5.559  1.132  -0.508
C  -0.651  -5.879  -0.225  -0.365
N  -0.823  -1.951  2.038  1.730
H  1.661  -2.994  2.356  0.056
H  1.229  -4.701  2.086  0.440
H  0.493  -3.736  3.406  0.227
H  0.121  -2.942  0.453  -1.656
H  -2.106  -3.927  0.588  0.357
H  -1.883  -4.289  2.294  -0.127
H  -0.003  -6.751  -0.177  0.285
H  -0.115  -5.068  -0.734  -0.024
H  -1.580  -5.950  -0.802  0.327
H  -0.231  -1.138  1.794  -0.895
H  -1.590  -1.782  1.383  -0.877
C  -5.084  -0.153  -3.421  -1.806
C  -3.774  0.588  -3.228  3.572
C  -3.622  1.873  -4.028  0.186
O  -3.736  1.722  -5.446  -0.503
C  -2.659  0.984  -6.022  -0.194
N  -3.617  0.930  -1.793  -0.545
H  -5.878  0.474  -3.014  0.412
H  -5.041  -1.172  -3.041  0.291
H  -5.294  -0.311  -4.490  0.286
H  -2.922  -0.080  -3.417  -1.914
H  -2.684  2.365  -3.744  -0.476
H  -4.385  2.615  -3.782  0.271
H  -1.747  1.478  -5.678  0.058
H  -2.907  0.876  -7.076  0.344
H  -2.665  -0.041  -5.628  0.024
H  -2.824  1.573  -1.710  0.100
H  -3.205  0.111  -1.320  0.195
C  -2.048  -2.359  5.363  -1.035
C  -2.451  -0.879  5.371  0.676
C  -1.799  0.033  6.402  -0.057
O  -2.150  -0.340  7.722  -0.409
C  -1.331  0.272  8.665  -0.689
N  -2.347  -0.289  4.036  -0.300
H  -2.411  -2.871  6.265  0.455
H  -0.965  -2.520  5.369  0.121
H  -2.443  -2.856  4.480  0.096
H  -3.510  -0.892  5.675  0.369
H  -2.036  1.080  6.190  0.416
H  -0.714  -0.067  6.238  -0.439
H  -1.510  1.350  8.776  0.284
H  -0.260  0.079  8.542  0.264
H  -1.566  -0.108  9.667  0.308
H  -2.908  -0.823  3.369  0.470
H  -1.445  -0.616  3.669  -0.381
C  4.956  -2.101  -0.213  -1.547
C  3.531  -1.974  -0.718  2.596
C  2.840  -3.345  -0.733  -0.054
O  3.462  -4.422  -1.414  -0.533
C  3.638  -4.124  -2.787  -0.329
N  2.773  -0.951  -0.025  -0.057
H  5.472  -1.140  -0.259  0.226
H  5.530  -2.840  -0.781  0.331
H  4.963  -2.430  0.832  0.211
H  3.567  -1.695  -1.781  -1.105
H  1.779  -3.235  -0.993  -0.245
H  2.776  -3.641  0.324  -0.014
H  3.756  -5.064  -3.327  0.370
H  4.453  -3.422  -2.989  0.180
H  2.726  -3.636  -3.158  -0.079
H  1.847  -0.865  -0.518  -0.286
H  2.480  -1.309  0.886  -0.236

Its net charge is -3. Its spin multiplicity is 1. As for the HOMO energy: 1.24 eV. For the HOMO-LUMO gap, the calculation gives 4.26 eV.



The following is a quantum chemistry calculation of a molecular structure, C14H15CeNTe at a distorted geometry, from the Open Molecules 2025 dataset.

Each line ends with the Löwdin spin population.
Element x y z (Å)
C  0.194  -1.244  -3.032  0.006
C  -1.126  -1.257  -2.435  0.018
C  -1.044  -1.975  -1.201  0.012
C  0.306  -2.386  -0.999  0.001
C  1.082  -1.949  -2.133  0.006
Ce  0.506  0.268  -1.009  0.037
C  -1.332  2.577  -2.471  0.095
C  -0.661  3.064  -3.525  0.341
C  0.394  3.182  -4.291  0.071
N  2.600  0.442  -0.787  0.233
H  -1.915  -2.295  -0.590  0.001
H  -2.037  -0.869  -2.903  0.004
H  0.675  -3.006  -0.164  0.000
H  2.163  -2.043  -2.241  -0.001
H  0.474  -0.734  -3.961  0.000
H  -2.180  1.888  -2.694  0.022
H  3.127  1.186  -1.398  0.007
H  -1.105  2.950  -1.456  0.019
H  0.337  3.625  -5.309  0.012
H  1.343  2.854  -3.839  0.023
Te  1.563  1.425  1.484  0.052
C  0.449  0.340  2.947  0.021
C  -0.871  0.678  3.304  0.007
C  -1.518  -0.077  4.296  0.000
C  -0.857  -1.147  4.919  0.005
C  0.458  -1.473  4.552  0.000
C  1.120  -0.733  3.565  0.007
H  -1.351  1.524  2.807  0.000
H  -2.538  0.169  4.584  0.000
H  -1.366  -1.729  5.688  0.000
H  0.967  -2.303  5.037  0.000
H  2.145  -0.951  3.259  0.001

Its net charge is -1. Its spin multiplicity is 2. As for the HOMO energy (spin up / spin down): -1.71 / -3.07 eV. For the HOMO-LUMO gap (spin up / spin down), the calculation gives 4.37 / 5.70 eV.



The following is a quantum chemistry calculation of a molecular structure, C22H45HoN2OP3Se at a distorted geometry, from the Open Molecules 2025 dataset.

Each line ends with the Löwdin spin population.
Element x y z (Å)
Ho  0.062  0.159  -0.161  4.042
P  -1.446  2.007  -1.453  -0.007
P  -1.400  -1.621  -1.859  -0.005
P  1.471  1.579  1.792  -0.005
H  1.961  -2.870  -1.328  0.000
C  2.233  -2.555  -0.312  -0.001
C  1.483  -2.829  0.774  -0.001
H  0.602  -3.477  0.742  0.000
C  -1.021  2.738  -3.070  -0.002
C  -3.200  1.588  -1.727  0.000
C  -1.472  3.477  -0.374  0.000
C  -0.954  -3.390  -1.709  -0.001
C  -3.216  -1.775  -1.614  0.000
C  -1.343  -1.409  -3.684  -0.001
C  2.560  0.499  2.784  0.000
C  0.335  2.321  3.027  -0.001
C  2.594  2.998  1.526  -0.001
H  3.158  -1.971  -0.242  0.000
H  1.699  -2.406  1.762  0.000
H  -1.710  3.581  -3.227  0.000
H  -1.171  2.007  -3.877  0.000
H  0.017  3.095  -3.094  0.000
H  -3.787  2.507  -1.855  0.000
H  -3.562  1.038  -0.848  0.000
H  -3.281  0.963  -2.629  0.000
H  -2.151  4.210  -0.831  0.000
H  -0.458  3.898  -0.294  0.000
H  -1.837  3.205  0.626  0.000
H  -1.019  -3.863  -2.699  0.000
H  -1.645  -3.891  -1.020  0.000
H  0.061  -3.495  -1.308  0.000
H  -3.634  -2.404  -2.412  0.000
H  -3.712  -0.802  -1.634  0.000
H  -3.414  -2.223  -0.633  0.000
H  -1.863  -2.256  -4.158  0.000
H  -0.300  -1.388  -4.026  0.000
H  -1.825  -0.471  -3.994  0.000
H  3.524  0.993  2.954  0.000
H  2.750  -0.433  2.236  0.000
H  2.111  0.237  3.749  0.000
H  0.878  3.057  3.638  0.000
H  -0.120  1.550  3.663  0.000
H  -0.475  2.843  2.502  0.000
H  3.061  3.289  2.478  0.000
H  2.025  3.854  1.141  0.000
H  3.364  2.735  0.791  0.000
C  2.572  1.331  -2.287  0.000
C  2.483  2.130  -3.422  0.000
C  3.561  2.995  -3.662  0.000
C  4.711  2.967  -2.861  0.000
C  4.831  2.006  -1.857  0.000
C  3.733  1.203  -1.543  0.000
O  1.415  0.713  -1.751  -0.005
H  0.561  1.004  -2.221  0.000
H  1.617  2.100  -4.088  0.000
H  3.498  3.699  -4.491  0.000
H  5.522  3.682  -3.033  0.000
H  5.767  1.865  -1.320  0.000
H  3.788  0.501  -0.712  0.000
C  -3.199  -3.649  1.524  0.000
N  -2.242  -3.287  2.558  0.000
C  -1.967  -4.067  3.670  0.000
C  -1.306  -3.283  4.558  0.000
N  -1.164  -2.029  3.982  -0.001
C  -0.750  -0.831  4.691  0.000
C  -1.738  -2.021  2.738  -0.001
Se  -2.053  -0.516  1.701  -0.007
H  -3.736  -4.549  1.850  0.000
H  -2.690  -3.876  0.580  0.000
H  -3.909  -2.821  1.368  0.000
H  -2.309  -5.086  3.740  0.000
H  -0.974  -3.484  5.556  0.000
H  -0.752  -1.045  5.767  0.000
H  0.255  -0.522  4.387  0.000
H  -1.460  -0.024  4.466  0.000

The value obtained for the relative energy (zero: lowest compared OMol25 entry of this formula, charge and spin) is 0.000 eV. Its net charge is +3. Its spin multiplicity is 5. As for the HOMO energy (spin up / spin down): -16.77 / -16.77 eV. For the HOMO-LUMO gap (spin up / spin down), the calculation gives 7.55 / 7.77 eV.



The following is a quantum chemistry calculation of a molecular structure, CH5FSi at a distorted geometry, from the Open Molecules 2025 dataset.

Each line ends with the natural charge from an NBO analysis.
Element x y z (Å)
C  1.148  -0.256  -0.925  -0.166
F  2.360  -0.146  -0.343  -0.382
Si  -0.506  0.514  0.545  0.636
H  1.202  0.261  -1.872  0.179
H  0.944  -1.311  -0.806  0.168
H  -1.546  -0.565  0.642  -0.151
H  -1.014  1.601  -0.329  -0.162
H  -0.008  1.076  1.953  -0.122

The value obtained for the relative energy (zero: lowest compared OMol25 entry of this formula, charge and spin) is 1.045 eV. Its spin multiplicity is 1. As for the HOMO energy: -9.38 eV. For the HOMO-LUMO gap, the calculation gives 10.18 eV.



Which formula does entry 1 have?
C40H106N6O16P